Arrangement i

The following is a quantum chemistry calculation of C4H6F2S in the gas phase, from OMol25.

Calculated values
gap between HOMO and LUMO (alpha / beta): 5.472 / 8.025 eV
2S+1: 3
<S²>: 2.01
net charge: 0

Each line ends with the Löwdin charge.
Cartesian coordinates (Å):
C: 0.43527 -0.31062 -1.31761  0.038
C: -0.01627 0.34547 0.12733  -0.690
C: 1.29229 -0.36769 -0.06456  -0.554
C: -1.09439 -0.37092 1.01572  -0.081
F: 1.39591 -1.62725 0.52722  0.057
F: 2.50822 0.17925 -0.04679  0.106
S: -0.06525 2.13594 0.14169  0.814
H: -0.00157 -1.14952 -1.76802  0.086
H: 0.79695 0.55156 -2.01872  0.131
H: -0.71462 -0.25651 2.07623  0.102
H: -1.03321 -1.36582 0.47959  0.092
H: -2.03529 0.19466 0.69414  0.057
H: -1.46803 2.04145 0.15378  -0.158

---

Arrangement ii

The following is a quantum chemistry calculation of 2 unconnected molecules or ions with the total composition C4H6F2S, from OMol25.

Calculated values
gap between HOMO and LUMO (alpha / beta): 5.889 / 9.374 eV
2S+1: 3
<S²>: 2.01
net charge: 0

Each line ends with the Löwdin charge.
Cartesian coordinates (Å):
C: -0.78241 -1.20407 -0.81487  -0.218
C: -1.51084 -0.39648 -0.30742  0.083
C: 0.10380 -2.17717 -1.41193  -0.096
C: -0.09767 2.27575 1.59600  -0.476
F: 0.55224 3.45833 1.78344  -0.050
F: -0.25364 1.78541 2.84862  -0.037
S: 1.37919 1.10341 0.82381  0.764
H: 0.41813 0.27444 0.33329  -0.155
H: -2.16818 0.30457 0.11387  0.034
H: 1.14154 -1.94187 -1.17845  0.079
H: -0.02229 -2.18411 -2.49370  0.085
H: -0.12820 -3.16620 -1.02200  0.085
H: 1.36834 1.86801 -0.27067  -0.098

---

Bottom line: arrangement i, by a margin of 24.9 kcal/mol.